Record 1
24
Properties=species:S:1:pos:R:3:forces:R:3 method="wB97M-V/def2-TZVPD" max_force_ev_per_a=5.73 e_tot_ha=-347.3513 spin_multiplicity=1 lumo_ev=-1.4 homo_ha=-0.2159 charge=0 orbital_gap_ev=4.49 relative_energy_kcal_mol=234.4
C -1.887 0.018 0.261 2.47 0.27 0.15
C -3.121 -1.542 -0.181 -0.10 -2.59 -0.79
C -1.626 -1.408 0.315 -0.13 1.20 -0.81
N 0.840 0.072 -1.439 -1.54 1.06 0.48
C 1.204 1.234 -2.224 0.23 -0.10 1.30
C 1.370 0.058 -0.125 1.34 -1.44 -0.05
C 1.379 1.127 1.014 -4.94 -1.74 -2.31
N 1.863 0.214 2.275 1.56 4.21 -3.00
H -1.335 0.595 -0.517 -0.66 -0.38 -0.29
H -2.382 0.508 1.078 -0.07 0.22 0.29
H -3.564 -2.430 0.312 0.06 0.38 -0.10
H -3.034 -1.757 -1.247 -0.27 0.06 0.09
H -3.848 -0.747 -0.091 0.03 0.53 0.38
H -1.331 -1.935 1.215 -0.59 0.24 0.44
H -0.924 -1.687 -0.473 -0.23 0.03 -0.03
H 1.264 0.966 -3.280 -0.02 0.28 0.02
H 0.482 2.042 -2.044 -0.14 0.17 -0.51
H 2.154 1.678 -1.846 0.03 -0.22 -0.53
H 0.965 -0.829 0.357 -0.15 -0.05 0.23
H 2.430 -0.254 -0.254 0.40 0.29 0.23
H 0.292 1.294 1.148 0.13 0.38 0.17
H 1.772 2.072 0.615 0.77 0.03 0.95
H 2.571 0.808 1.599 1.55 -2.41 3.32
H 1.724 0.938 2.990 0.26 -0.40 0.38


Record 2
24
Properties=species:S:1:pos:R:3:forces:R:3 method="wB97M-V/def2-TZVPD" max_force_ev_per_a=4.37 e_tot_ha=-347.2819 spin_multiplicity=1 lumo_ev=-0.8 homo_ha=-0.2558 charge=0 orbital_gap_ev=6.20 relative_energy_kcal_mol=278.0
C 1.421 1.945 0.617 -2.93 -0.30 1.03
C 0.349 0.858 0.402 -0.27 2.49 -0.33
C 0.243 -0.280 1.293 -1.89 -1.76 3.32
C 0.175 -1.794 0.752 0.75 3.03 -0.73
C -0.082 -0.108 2.666 0.59 -3.46 -2.60
N -0.888 1.365 -0.106 3.43 -2.13 1.12
C -0.873 1.168 -1.603 -0.64 -1.38 -2.94
N -0.622 -0.197 -2.104 -1.06 1.46 1.22
H 2.419 1.583 0.650 0.71 -0.22 0.45
H 0.913 2.233 1.564 1.49 0.37 0.30
H 1.301 2.834 0.008 -0.06 -0.29 -0.59
H 0.921 0.254 -0.713 0.35 -0.30 -0.53
H 1.270 -0.461 -0.720 -0.74 0.37 -0.89
H -0.461 -2.312 1.458 0.47 -0.46 0.01
H -0.353 -1.727 -0.242 0.98 -0.25 0.72
H -0.995 -3.140 -2.218 -0.13 -0.05 0.16
H -1.055 -0.425 3.017 -1.16 2.21 0.90
H -0.035 -1.264 2.912 1.01 1.09 0.05
H -1.630 0.808 0.309 -0.21 -0.12 -0.38
H 1.258 -2.068 0.706 -1.02 -0.67 -0.21
H -0.158 1.804 -2.113 0.23 0.90 0.59
H -1.866 1.611 -1.775 0.03 -0.58 -0.63
H 0.007 -0.143 -2.907 -0.02 0.20 0.29
H -1.260 -2.542 -1.853 0.09 -0.14 -0.31


Record 3
24
Properties=species:S:1:pos:R:3:forces:R:3 method="wB97M-V/def2-TZVPD" max_force_ev_per_a=1.15 e_tot_ha=-347.6907 spin_multiplicity=1 lumo_ev=1.1 homo_ha=-0.3156 smiles=CNCCC[C@H](C)N charge=0 orbital_gap_ev=9.73 relative_energy_kcal_mol=21.4
C -2.296 -0.524 1.572 -0.29 0.41 -0.23
C -0.774 -0.513 1.640 0.59 -0.61 0.77
C -0.171 0.731 1.011 0.05 0.26 -0.22
C -0.324 0.857 -0.505 -0.82 -0.27 0.23
C 0.384 -0.220 -1.309 0.67 0.00 -0.05
N 1.773 0.133 -1.633 -0.03 -0.24 0.12
C 2.089 0.347 -3.033 -0.10 0.76 -0.49
N -0.321 -0.576 3.034 -0.63 0.58 0.18
H -2.649 -1.013 0.670 -0.08 -0.01 -0.26
H -2.667 0.504 1.568 -0.03 0.01 -0.05
H -2.797 -1.001 2.408 0.33 -0.28 0.20
H -0.379 -1.399 1.125 -0.16 0.05 -0.18
H -0.662 1.601 1.459 0.16 -0.02 0.15
H 0.892 0.775 1.265 0.07 0.03 0.01
H -1.398 0.808 -0.733 0.07 0.08 -0.01
H 0.017 1.847 -0.796 0.11 0.02 -0.23
H 0.392 -1.152 -0.748 -0.06 -0.13 0.16
H -0.160 -0.457 -2.221 -0.13 0.15 -0.22
H 2.417 -0.531 -1.234 -0.07 0.01 0.01
H 2.504 1.348 -3.216 0.03 -0.09 0.16
H 2.815 -0.357 -3.435 0.02 -0.24 0.04
H 1.195 0.309 -3.668 0.06 -0.21 0.18
H -0.381 -1.465 3.499 0.08 -0.11 -0.11
H 0.501 -0.052 3.279 0.15 -0.16 -0.19